2 unconnected molecules or ions with the total composition C2H6OS2 in a non-equilibrium geometry, computed with the ωB97M-V functional and the def2-TZVPD basis.

Last column: Mulliken charge in e.
Cartesian coordinates (Å):
O -2.19397 1.48002 1.80600  -0.422
C -1.33047 0.64560 1.77050  0.038
H -1.58830 -0.41763 1.95936  0.206
H -0.24600 0.80546 1.65694  0.190
C 0.68233 0.58868 -1.63520  -0.750
S 1.35670 -0.35066 -0.19602  -0.111
S 0.32096 -2.16380 -0.20841  -0.189
H -0.37652 0.38069 -1.75973  0.305
H 1.25501 0.30047 -2.50856  0.304
H 0.82940 1.59491 -1.25952  0.277
H 1.29086 -2.86374 0.37464  0.153

Calculated values
2S+1	1
orbital gap	0.325	Ha